Model a:
Computed, not measured: one molecule with the formula CH3N3O2, with the ωB97M-V functional and the def2-TZVPD basis.

Its SMILES is [H]/N=[N+](\[O-])C(N)=O. For the HOMO energy (spin up / spin down), the calculation gives -10.56 / -9.42 eV. As for the charge: 0. Its LUMO energy (spin up / spin down) is -0.61 / -1.46 eV. The orbital gap (spin up / spin down) is 9.947 / 7.958 eV.

Last column: natural (NBO) charge in e.
Geometry (Å):
O 1.101 -2.466 -0.812  -0.2525
O -0.902 -2.396 1.119  -0.5444
N 0.468 -1.500 -0.484  0.1396
N -0.642 -0.118 0.960  -0.8050
N 0.429 -0.082 -1.502  -0.4200
C -0.462 -1.396 0.628  0.7217
H 1.083 -0.339 -2.238  0.3105
H -0.313 0.574 0.299  0.4352
H -1.314 0.121 1.669  0.4150

Model b:
Computed, not measured: CH3N3O2 as an isolated structure, with the ωB97M-V functional and the def2-TZVPD basis.

For the HOMO energy, the calculation gives -10.11 eV. As for the charge: 0. Its LUMO energy is 0.17 eV. The orbital gap is 10.283 eV.

Last column: natural (NBO) charge in e.
Geometry (Å):
O 1.310 1.580 -0.612  -0.3551
O 2.035 -0.399 -0.074  -0.4191
N 1.138 0.409 -0.385  0.4204
N -1.446 0.405 0.003  -0.8389
N -0.077 -1.551 0.468  -0.6506
C -0.467 -0.488 0.045  0.5522
H -1.210 1.361 -0.215  0.4327
H 1.063 -1.483 0.391  0.4347
H -2.348 0.166 0.380  0.4237

Model c:
Computed, not measured: a 2-piece molecular cluster, CH3N3O2 overall, with the ωB97M-V functional and the def2-TZVPD basis.

Its SMILES is N#[N+][O-].NC=O. For the HOMO energy, the calculation gives -10.07 eV. As for the charge: 0. Its LUMO energy is 0.95 eV. The orbital gap is 11.021 eV.

Last column: natural (NBO) charge in e.
Geometry (Å):
O -3.331 -0.013 -0.351  -0.3290
O 0.022 1.420 0.142  -0.6260
N -1.358 -0.841 0.362  -0.1211
N -2.321 -0.427 0.007  0.4581
N 1.604 -0.087 -0.450  -0.8214
C 0.687 0.442 0.382  0.5308
H 0.634 -0.099 1.339  0.1152
H 1.826 0.410 -1.299  0.3987
H 2.237 -0.805 -0.133  0.3947

Model d:
Computed, not measured: one molecule with the formula CH3N3O2, with the ωB97M-V functional and the def2-TZVPD basis.

Its SMILES is [H]/N=C(\N)ON=O. For the HOMO energy, the calculation gives -9.61 eV. As for the charge: 0. Its LUMO energy is -0.23 eV. The orbital gap is 9.382 eV.

Last column: natural (NBO) charge in e.
Geometry (Å):
O 0.173 -1.423 -2.748  -0.2019
O 0.309 -0.895 -0.598  -0.4626
N -0.388 -0.820 -1.933  0.4485
N -0.519 1.204 -0.405  -0.7669
N 0.226 -0.052 1.478  -0.8338
C 0.017 0.197 0.146  0.6747
H -0.862 1.909 0.236  0.3466
H 0.796 -0.848 1.712  0.4003
H 0.248 0.727 2.112  0.3950

Relative stability in eV, measured from the most stable structure: model a 2.828; model b 2.100; model c 0.000; model d 0.934